No. 1
Density functional theory data (wB97M-V/def2-TZVPD) for C14H27F7IN7O2 in the gas phase in a non-equilibrium geometry.

HOMO-LUMO gap = 4.32 eV
HOMO = -5.253 eV
E = -56597.6687 eV

Atoms and positions in Å:
C (-4.2927, 1.5939, 2.4659)
C (-2.7214, 1.5576, 2.4393)
O (-2.2793, 2.7119, 3.1872)
C (-2.1986, 0.2284, 3.0448)
N (-1.0241, -0.3373, 2.3138)
C (0.1141, 0.6057, 2.3138)
C (0.4296, 1.2068, 0.9089)
O (0.4871, 0.1961, -0.1112)
N (0.3331, 0.7283, -1.3575)
C (-1.0220, 1.1410, -1.7678)
C (-1.7873, 0.0339, -2.5879)
C (-1.2796, -1.4131, -2.3629)
C (-1.7670, -2.0590, -1.0380)
N (-1.4793, -3.5095, -1.1215)
C (-1.2460, -4.1465, 0.1458)
N (-0.6381, -5.2620, 0.2007)
N (-1.6403, -3.5735, 1.4008)
C (1.3718, 0.8443, -2.1458)
N (1.2095, 1.3624, -3.4092)
N (2.6291, 0.4069, -1.7667)
C (3.4696, 1.4731, -1.2467)
F (2.7559, 2.5807, -0.8489)
F (4.3850, 1.9874, -2.4702)
C (4.2655, 0.9115, -0.0672)
F (5.0717, 1.8487, 0.4656)
F (3.4228, 0.5318, 0.9874)
C (5.1386, -0.3498, -0.3982)
F (6.1366, -0.3817, 0.5194)
F (5.7207, -0.3276, -1.5882)
F (4.4580, -1.5141, -0.2199)
H (-4.6758, 1.7988, 1.4503)
H (-4.6147, 2.3659, 3.1813)
H (-4.7302, 0.6322, 2.7938)
H (-2.3767, 1.7053, 1.4011)
H (-1.8242, 2.3834, 3.9733)
H (-2.9916, -0.5407, 2.9685)
H (-1.9612, 0.3099, 4.1315)
H (-0.7204, -1.0936, 2.9278)
H (1.0330, 0.1118, 2.6913)
H (-0.0395, 1.4875, 2.9681)
H (-0.3282, 1.9925, 0.7301)
H (1.3908, 1.7437, 1.0335)
H (-1.6311, 1.3212, -0.8634)
H (-1.0123, 2.0981, -2.3139)
H (-2.8469, 0.0698, -2.2720)
H (-1.7933, 0.2500, -3.6737)
H (-0.1850, -1.5401, -2.4580)
H (-1.7276, -2.0288, -3.1729)
H (-2.8561, -1.9173, -0.8751)
H (-1.2595, -1.6158, -0.1609)
H (-0.6418, -3.6788, -1.6722)
H (-0.3770, -5.5704, -0.7383)
H (-2.5163, -3.0622, 1.3320)
H (-0.8939, -2.9217, 1.6392)
H (2.1274, 1.5405, -3.8269)
H (0.7383, 2.2659, -3.3851)
H (2.5732, -0.4088, -1.1524)
I (6.1178, 3.2254, -2.5424)

No. 2
Density functional theory data (wB97M-V/def2-TZVPD) for C14H27N3O3S in the gas phase in a non-equilibrium geometry.

HOMO-LUMO gap = 9.57 eV
HOMO = -8.854 eV
E = -36405.5637 eV

Atoms and positions in Å:
O (2.1395, -1.2326, -1.7373)
O (0.7404, 1.2313, 0.6199)
O (-3.2815, -1.2451, 1.3146)
S (1.0753, 3.4950, -3.7957)
C (2.4694, -0.0747, -1.9694)
C (0.0725, 0.5531, -0.1755)
C (-2.3840, -0.7718, 2.0474)
N (-2.6417, -0.1708, 3.2060)
N (1.5796, 0.9406, -2.0244)
N (-0.7912, -0.3896, 0.2300)
C (0.5799, 5.0826, -3.1150)
C (3.8659, 0.2208, -2.3076)
C (-3.9955, 0.0624, 3.7623)
C (1.6702, -3.7953, 1.0340)
C (-0.4904, 2.6037, -3.4525)
C (-0.7005, 2.0431, -2.0300)
C (-0.7343, -3.0010, 2.9455)
C (1.2078, -2.4119, 1.5160)
C (0.1741, 0.7766, -1.6839)
C (-0.9390, -0.8791, 1.6116)
C (-0.3273, -2.2638, 1.6461)
H (-1.8562, 0.0916, 3.7338)
H (1.9615, 1.8594, -2.1705)
H (-1.3219, -0.8656, -0.4630)
H (1.3748, 5.7736, -3.0245)
H (0.2949, 4.8550, -2.1094)
H (-0.1970, 5.4613, -3.7215)
H (4.2835, 0.9371, -1.6469)
H (3.9711, 0.5354, -3.3517)
H (4.4431, -0.7130, -2.1205)
H (-3.8887, 0.5414, 4.7140)
H (-4.5292, -0.8539, 3.9479)
H (-4.5740, 0.6863, 3.0993)
H (2.7721, -3.8017, 0.9509)
H (1.3306, -4.5593, 1.7379)
H (1.1796, -3.9803, 0.0653)
H (-0.4925, 1.7784, -4.1666)
H (-1.2741, 3.3327, -3.7203)
H (-0.4757, 2.8414, -1.3315)
H (-1.7576, 1.7689, -1.9035)
H (-1.7992, -3.0679, 3.0133)
H (-0.4045, -2.4571, 3.8532)
H (-0.3961, -4.0242, 2.9298)
H (1.5912, -1.7038, 0.7927)
H (1.7031, -2.0794, 2.4502)
H (-0.2077, -0.0785, -2.2358)
H (-0.3190, -0.2478, 2.2628)
H (-0.7014, -2.8036, 0.7722)

| no. | LUMO level (eV) |
| --- | --- |
| 1 | -0.93 |
| 2 | 0.72 |